# C46H57BiN7Sb2

A molecular structure, C46H57BiN7Sb2 (ωB97M-V/def2-TZVPD, OMol25).

Computed properties:
Energy relative to the best compared isomer or geometry (same formula, charge and spin) in kcal/mol: 10.4
Spin multiplicity: 1
E_HOMO in eV: -14.750
LUMO level in eV: -8.056
Orbital gap in eV: 6.7
E_tot in eV: -77949.3892
Total charge: +3

Geometry as XYZ:
```
113
Properties=species:S:1:pos:R:3:mulliken_charge:R:1
Bi 1.329 0.296 0.514 3.0970
N 3.701 0.620 1.613 -0.6403
C 3.543 0.107 2.990 -0.6717
C 2.989 -1.302 2.955 -0.7424
N 1.594 -1.360 2.438 0.4891
C 1.278 -2.701 1.893 0.7005
C 2.174 -3.083 0.725 -1.6283
N 2.393 -1.926 -0.177 -0.3287
C 0.638 -1.043 3.523 -1.2399
C -0.743 -0.677 3.013 0.1720
N -0.666 0.433 2.039 -0.5692
H 4.482 0.155 1.159 0.2164
H 3.909 1.614 1.626 0.2732
H 2.863 0.783 3.491 -0.0121
H 4.484 0.109 3.544 0.5967
H 3.035 -1.751 3.952 0.3385
H 3.620 -1.914 2.311 0.3885
H 0.238 -2.694 1.563 -0.5358
H 1.358 -3.461 2.678 0.5803
H 1.686 -3.894 0.188 0.4833
H 3.134 -3.468 1.064 0.3353
H 2.082 -2.139 -1.119 0.0986
H 3.380 -1.710 -0.266 0.2475
H 1.047 -0.220 4.098 0.5244
H 0.553 -1.903 4.195 0.4184
H -1.369 -0.407 3.866 0.6196
H -1.213 -1.529 2.526 -0.8285
H -0.470 1.304 2.530 0.1767
H -1.555 0.536 1.551 -0.0445
C 0.217 4.201 5.117 -0.8565
C -0.363 5.133 4.278 -0.5785
C -0.080 5.070 2.925 -0.9208
C 0.748 4.059 2.446 0.4914
N 1.259 3.109 3.238 -0.0385
C 1.008 3.217 4.551 0.0382
C 1.155 4.117 1.012 -0.0813
C 1.461 5.375 0.502 -0.7299
C 1.715 5.537 -0.847 -0.8293
C 1.630 4.430 -1.671 -1.4165
C 1.346 3.211 -1.093 -0.1417
N 1.139 3.024 0.222 0.6316
H 0.072 4.234 6.188 0.4449
H -1.003 5.912 4.672 0.4758
H -0.496 5.800 2.245 0.5401
H 1.485 2.492 5.198 0.4157
H 1.501 6.223 1.171 0.7201
H 1.954 6.513 -1.249 0.4783
H 1.772 4.504 -2.740 0.6491
H 1.266 2.330 -1.722 0.5337
C -1.363 -1.949 -3.173 -1.1238
C -2.864 -2.122 -2.951 -0.4905
C -3.224 -2.945 -1.719 -1.4111
Sb -2.585 -2.019 0.116 1.2816
C -1.716 -3.734 1.042 -0.5245
C -1.919 -4.012 2.394 0.1606
C -1.282 -5.093 2.993 -0.9817
C -0.433 -5.902 2.250 -0.6527
C -0.221 -5.632 0.904 -0.5305
C -0.859 -4.552 0.305 -0.4600
C -4.451 -1.929 1.112 0.8408
C -5.135 -3.086 1.479 -0.3781
C -6.393 -2.989 2.057 -0.7698
C -6.971 -1.743 2.265 -0.5724
C -6.294 -0.589 1.900 -0.6366
C -5.033 -0.681 1.325 -0.6988
Sb -0.348 -0.337 -2.111 0.2029
C -1.790 1.215 -2.167 1.1321
C -2.567 1.417 -3.306 -0.6152
C -3.494 2.449 -3.346 -0.8400
C -3.648 3.292 -2.253 -0.7815
C -2.876 3.102 -1.116 -1.0464
C -1.954 2.064 -1.075 -0.3923
C 0.858 0.224 -3.789 1.0556
C 0.662 1.410 -4.489 -0.3651
C 1.416 1.679 -5.629 -0.8224
C 2.362 0.768 -6.074 -0.7541
C 2.565 -0.418 -5.376 -0.6892
C 1.817 -0.684 -4.238 -0.4383
H -1.124 -1.674 -4.199 0.7473
H -0.832 -2.874 -2.943 0.6170
H -3.246 -2.633 -3.840 0.5733
H -3.376 -1.159 -2.921 0.1356
H -2.784 -3.942 -1.771 0.5591
H -4.303 -3.059 -1.627 0.5859
H -2.598 -3.404 2.982 0.5213
H -1.465 -5.316 4.036 0.4967
H 0.046 -6.755 2.713 0.4491
H 0.420 -6.278 0.317 0.5426
H -0.696 -4.367 -0.753 0.4649
H -4.700 -4.065 1.314 0.4288
H -6.925 -3.887 2.341 0.4331
H -7.956 -1.674 2.708 0.4126
H -6.749 0.379 2.059 0.4383
H -4.516 0.227 1.026 0.2991
H -2.452 0.779 -4.176 0.5302
H -4.099 2.594 -4.231 0.4635
H -4.369 4.097 -2.290 0.4353
H -2.994 3.758 -0.263 0.5507
H -1.357 1.932 -0.177 0.0681
H -0.074 2.134 -4.162 0.5336
H 1.247 2.596 -6.179 0.4899
H 2.930 0.970 -6.972 0.4516
H 3.291 -1.139 -5.729 0.5007
H 1.979 -1.626 -3.719 0.3197
C 6.174 0.731 -3.087 -1.2771
C 4.921 1.616 -3.035 -0.2595
C 3.889 1.057 -2.166 -0.1732
N 3.081 0.610 -1.481 -0.0302
H 6.894 1.182 -3.766 0.3858
H 5.933 -0.264 -3.456 0.3520
H 6.639 0.644 -2.107 0.3510
H 4.477 1.723 -4.027 0.1980
H 5.156 2.617 -2.669 0.3664
```